No. 1
Computed, not measured: an isolated ion of composition C5H13N2 and charge +1 at a distorted geometry, with ωB97M-V with the def2-TZVPD basis set.

The calculation puts the largest force on an atom at 3.05 eV/A. Its HOMO energy is -13.64 eV. As for the total energy: -307.55704 Ha. As for the lowest unoccupied orbital energy: -0.1115 Ha. The calculation puts the HOMO-LUMO gap at 10.604 eV. The value obtained for the energy above the lowest of the compared OMol25 structures with the same formula, charge and spin is 40.5 kcal/mol. The total charge is +1.

Structure (XYZ):
```
20
Properties=species:S:1:pos:R:3:lowdin_charge:R:1
H -2.22 -0.58 -0.60 0.1428
H -0.07 -1.64 -1.18 0.1332
H -0.57 -0.17 1.96 0.0993
C -1.29 -0.23 -0.16 -0.2716
C -0.01 -0.55 -1.04 -0.1114
N -1.37 1.33 -0.13 0.1828
H 1.87 1.33 0.96 0.1223
H 3.29 -0.66 0.16 0.0735
C -1.16 -0.79 1.26 -0.0455
H 2.36 -1.93 -0.66 0.0810
H -1.85 1.58 -1.00 0.1622
H 1.76 1.70 -0.60 0.1168
C 1.28 -0.14 -0.41 -0.3678
H -2.16 -0.78 1.70 0.0818
C 2.38 -0.89 -0.36 0.0945
H -0.90 -1.84 1.38 0.0964
N 1.24 1.23 0.15 0.0488
H -0.17 -0.23 -2.06 0.1189
H -2.04 1.67 0.56 0.1605
H -0.37 1.59 0.09 0.0816
```

***

No. 2
Computed, not measured: C15H26N3PbS as an isolated structure, with ωB97M-V with the def2-TZVPD basis set.

The calculation puts the largest force on an atom at 0.50 eV/A. Its HOMO energy (alpha / beta) is -18.55 / -18.43 eV. As for the total energy: -1341.37728 Ha. As for the lowest unoccupied orbital energy (alpha / beta): -0.4220 / -0.4151 Ha. The calculation puts the HOMO-LUMO gap (alpha / beta) at 7.065 / 7.134 eV. The total charge is +3.

Structure (XYZ):
```
46
Properties=species:S:1:pos:R:3:lowdin_charge:R:1
H 1.87 2.22 2.46 0.0917
H -0.07 -1.06 2.50 0.1300
H 2.58 2.15 -1.27 0.0983
C -2.54 5.07 -0.56 0.0234
C 3.37 0.98 0.40 -0.2185
H 3.11 -0.80 -0.59 0.1324
H -4.66 -2.17 0.44 0.1359
H 0.20 0.96 3.77 0.1508
H -5.28 4.31 -0.08 0.1510
H 2.40 0.17 2.99 0.1189
Pb 0.21 -0.30 -0.29 1.3657
N 0.55 -0.35 2.13 -0.1734
C -4.44 3.90 0.51 0.0333
H -1.53 4.85 -0.89 0.1044
C 2.61 2.17 -0.18 -0.3862
C -5.20 -0.32 -0.53 -0.0124
C 0.09 0.95 2.68 -0.2395
H -3.04 5.62 -1.37 0.1489
H 3.53 1.13 1.46 0.1167
H -4.72 2.91 0.86 0.1068
C 2.78 -1.22 1.38 -0.1777
H -2.06 2.79 -1.65 0.1294
N 2.69 -0.32 0.20 -0.1797
H 2.46 -2.22 1.07 0.1340
H -4.28 4.58 1.34 0.1210
C -3.00 -0.82 0.31 -0.1403
H -2.55 5.70 0.32 0.1194
H 0.34 3.06 2.48 0.0989
H -2.33 -1.53 0.79 0.0859
H 3.82 -1.31 1.72 0.1503
N -3.27 3.84 -0.33 -0.0748
S 0.85 2.26 0.30 0.8127
C -2.61 0.42 -0.15 -0.0671
C 0.83 2.16 2.13 -0.3744
C 1.94 -0.71 2.54 -0.1512
C -3.08 2.74 -1.26 -0.0744
C -4.76 0.92 -0.96 -0.0147
C -4.33 -1.19 0.11 -0.0186
H -5.44 1.59 -1.47 0.1375
H -0.98 1.04 2.47 0.1181
H -6.23 -0.62 -0.71 0.1367
C -3.44 1.36 -0.74 -0.2317
H 4.36 0.97 -0.06 0.1534
H 3.07 3.11 0.12 0.1102
H -3.75 2.94 -2.10 0.1681
H 1.92 -1.47 3.31 0.1509
```

***

No. 3
Computed, not measured: one molecule with the formula C11H22O2, with ωB97M-V with the def2-TZVPD basis set.

The calculation puts the largest force on an atom at 0.69 eV/A. Its HOMO energy is -10.38 eV. As for the total energy: -582.83969 Ha. As for the lowest unoccupied orbital energy: 0.0284 Ha. The calculation puts the HOMO-LUMO gap at 11.150 eV. The value obtained for the energy above the lowest of the compared OMol25 structures with the same formula, charge and spin is 4.1 kcal/mol.

Structure (XYZ):
```
35
Properties=species:S:1:pos:R:3:lowdin_charge:R:1
H -0.05 0.08 1.02 0.1057
H 1.00 0.26 -0.39 0.1191
H -5.34 1.88 1.38 0.0691
H -1.73 -1.61 1.05 0.1080
O 3.40 2.00 -0.04 0.1032
H -3.48 0.15 1.20 0.1147
C 2.04 0.02 1.49 -0.1946
C -2.45 -0.43 -0.59 -0.2315
H -4.63 1.04 -1.48 0.1069
C 0.87 -0.29 0.55 -0.2080
C -0.49 -2.07 -0.66 -0.2071
C 3.65 0.72 -0.33 -0.5493
H -6.03 2.56 -0.10 0.0658
H -1.73 0.38 -0.54 0.1036
H 4.19 0.03 1.59 0.1280
H -2.69 -0.58 -1.65 0.1174
H -3.63 2.04 -0.43 0.1070
C -1.85 -1.71 -0.03 -0.2177
H -0.37 -1.53 -1.60 0.1111
H 3.54 -1.22 0.52 0.1166
H 1.61 -2.15 -0.25 0.1077
C -4.36 1.23 -0.44 -0.2800
H 3.56 2.56 -0.81 0.1324
C 3.41 -0.19 0.85 -0.1027
H -0.48 -3.14 -0.89 0.1046
H 1.97 1.07 1.80 0.1086
H -4.44 -0.85 0.11 0.1158
H 0.59 -2.32 1.18 0.1165
C -5.60 1.67 0.34 -0.1209
C -3.72 -0.03 0.15 -0.2371
O 4.03 0.37 -1.41 0.1055
H -6.35 0.88 0.33 0.0695
H -2.56 -2.53 -0.19 0.1091
H 1.96 -0.60 2.38 0.1150
C 0.71 -1.78 0.25 -0.2119
```

***

No. 4
Computed, not measured: an isolated ion of composition C2H4O3P and charge -1 at a distorted geometry, with ωB97M-V with the def2-TZVPD basis set.

The calculation puts the largest force on an atom at 5.89 eV/A. Its HOMO energy is -4.30 eV. As for the total energy: -645.76514 Ha. As for the lowest unoccupied orbital energy: 0.1547 Ha. The calculation puts the HOMO-LUMO gap at 8.510 eV. The value obtained for the energy above the lowest of the compared OMol25 structures with the same formula, charge and spin is 24.7 kcal/mol. The total charge is -1.

Structure (XYZ):
```
10
Properties=species:S:1:pos:R:3:lowdin_charge:R:1
O 0.99 1.66 0.66 0.0030
O -2.40 0.73 -0.05 -0.4002
H -1.09 2.53 -0.65 -0.0102
H 0.62 -0.91 1.39 0.0563
P -1.24 1.21 -0.79 0.2881
H 1.05 -1.18 -0.29 0.1115
C 0.37 -0.56 0.42 -0.1043
O -0.98 0.85 -2.24 -0.4486
C 0.33 0.83 0.10 -0.5918
H -0.72 -0.87 0.09 0.0962
```

***

No. 5
Computed, not measured: an isolated ion of composition C3H2NO3 and charge -1 at a distorted geometry, with ωB97M-V with the def2-TZVPD basis set.

The calculation puts the largest force on an atom at 8.67 eV/A. Its HOMO energy (alpha / beta) is -4.23 / -4.23 eV. As for the total energy: -395.98774 Ha. As for the lowest unoccupied orbital energy (alpha / beta): 0.1492 / 0.1492 Ha. The calculation puts the HOMO-LUMO gap (alpha / beta) at 8.292 / 8.294 eV. The value obtained for the energy above the lowest of the compared OMol25 structures with the same formula, charge and spin is 55.2 kcal/mol. The total charge is -1.

Structure (XYZ):
```
9
Properties=species:S:1:pos:R:3:lowdin_charge:R:1
H -1.89 -0.43 1.37 0.1153
N 0.57 0.81 -0.47 0.1054
C -1.31 -0.64 0.46 -0.2281
O -1.25 -1.78 0.03 0.0226
C 1.67 0.01 -0.47 -0.4339
O 2.25 -0.30 0.54 -0.0106
O -1.50 1.76 0.04 -0.2830
H 2.08 0.01 -1.48 0.0990
C -0.63 0.56 -0.03 -0.3866
```